Here is a 4-piece molecular cluster, C12H28N4O4 overall at a distorted geometry from the OMol25 dataset. Energies are from the ωB97M-V functional and the def2-TZVPD basis.

## Properties
E ... -27047.848 eV
SMILES ... CNC(C)=O.CNC(C)=O.CNC(C)=O.CNC(C)=O
Relative energy (zero: lowest compared OMol25 entry of this formula, charge and spin) ... 64.1 kcal/mol
2S+1 ... 1

Positions of all 48 atoms, in Å:
C: -7.329 5.223 -45.617
N: -6.256 5.863 -46.452
C: -6.403 6.405 -47.645
C: -5.197 7.058 -48.276
O: -7.454 6.433 -48.338
H: -8.203 5.844 -45.816
H: -7.101 5.392 -44.565
H: -7.558 4.193 -45.890
H: -5.410 6.108 -45.959
H: -5.296 8.088 -48.618
H: -4.964 6.561 -49.217
H: -4.310 6.955 -47.650
C: -8.062 -0.898 -50.464
N: -7.173 -1.328 -49.405
C: -5.959 -0.983 -49.252
C: -5.118 -1.592 -48.113
O: -5.372 -0.190 -49.989
H: -7.432 -0.757 -51.343
H: -8.542 0.076 -50.376
H: -8.892 -1.582 -50.643
H: -7.615 -1.824 -48.643
H: -5.759 -1.858 -47.272
H: -4.504 -0.868 -47.577
H: -4.286 -2.263 -48.327
C: -14.557 -4.679 -44.058
N: -14.780 -4.337 -45.415
C: -14.444 -3.125 -45.816
C: -14.553 -2.916 -47.344
O: -14.198 -2.159 -45.087
H: -14.821 -5.697 -43.771
H: -14.966 -4.146 -43.199
H: -13.495 -4.829 -43.863
H: -15.139 -5.019 -46.067
H: -15.348 -3.595 -47.652
H: -13.618 -3.124 -47.864
H: -14.788 -1.885 -47.607
C: -8.025 0.552 -46.307
N: -9.193 -0.042 -46.801
C: -9.610 -1.326 -46.670
C: -10.621 -2.001 -47.499
O: -8.823 -2.052 -46.059
H: -8.311 1.495 -45.842
H: -7.466 0.743 -47.223
H: -7.499 -0.102 -45.612
H: -9.909 0.656 -46.944
H: -10.119 -2.020 -48.466
H: -11.521 -1.433 -47.732
H: -11.022 -2.946 -47.132

Electronic structure analysis, natural (NBO) charges in units of e: number 1, C, carries -0.418; number 2, N, carries -0.594; number 3, C, carries 0.654; number 4, C, carries -0.701; number 5, O, carries -0.653; number 6, H, carries 0.222; number 7, H, carries 0.208; number 8, H, carries 0.207; number 9, H, carries 0.393; number 10, H, carries 0.243; number 11, H, carries 0.245; number 12, H, carries 0.194; number 13, C, carries -0.429; number 14, N, carries -0.587; number 15, C, carries 0.659; number 16, C, carries -0.725; number 17, O, carries -0.655; number 18, H, carries 0.235; number 19, H, carries 0.199; number 20, H, carries 0.201; number 21, H, carries 0.402; number 22, H, carries 0.214; number 23, H, carries 0.237; number 24, H, carries 0.247; number 25, C, carries -0.439; number 26, N, carries -0.612; number 27, C, carries 0.671; number 28, C, carries -0.700; number 29, O, carries -0.627; number 30, H, carries 0.210; number 31, H, carries 0.225; number 32, H, carries 0.201; number 33, H, carries 0.407; number 34, H, carries 0.203; number 35, H, carries 0.223; number 36, H, carries 0.239; number 37, C, carries -0.417; number 38, N, carries -0.609; number 39, C, carries 0.648; number 40, C, carries -0.692; number 41, O, carries -0.650; number 42, H, carries 0.196; number 43, H, carries 0.204; number 44, H, carries 0.235; number 45, H, carries 0.384; number 46, H, carries 0.230; number 47, H, carries 0.221; number 48, H, carries 0.250